{
  "formula": "C4H8N2O",
  "method": "ωB97M-V with the def2-TZVPD basis set",
  "lumo_energy_ev": -1.1,
  "relative_energy_ev": 9.5491,
  "multiplicity": 1,
  "e_homo_ev": -9.00,
  "species": ["C", "C", "C", "C", "H", "H", "H", "H", "H", "H", "H", "H", "N", "N", "O"],
  "coordinates": [[-1.444, 0.159, -0.151], [-0.179, 0.030, -0.668], [0.689, -1.046, -0.330], [0.746, 1.226, -0.132], [-1.695, 0.903, 2.171], [-1.873, 1.064, -0.288], [-1.906, -0.701, -0.693], [-0.598, 0.396, -1.615], [0.364, -1.875, 0.193], [1.197, -1.421, -1.181], [2.852, -0.836, 0.392], [0.167, 2.291, -0.285], [1.683, -0.618, 0.740], [1.589, 0.831, 0.724], [-1.591, -0.403, 1.122]]
}

=====

{
  "formula": "C4H8N2O",
  "method": "ωB97M-V with the def2-TZVPD basis set",
  "lumo_energy_ev": 0.7,
  "relative_energy_ev": 1.6642,
  "smiles": "N#C[C@@H](N)CCO",
  "multiplicity": 1,
  "e_homo_ev": -10.02,
  "species": ["N", "C", "C", "C", "O", "C", "N", "H", "H", "H", "H", "H", "H", "H", "H"],
  "coordinates": [[-1.866, -0.879, 0.309], [-0.862, 0.183, 0.262], [0.216, -0.262, -0.750], [1.638, 0.091, -0.347], [1.891, -0.568, 0.887], [-1.504, 1.469, -0.120], [-2.006, 2.477, -0.390], [-1.416, -1.689, 0.728], [-2.665, -0.626, 0.881], [-0.357, 0.362, 1.226], [-0.035, 0.100, -1.750], [0.180, -1.349, -0.828], [1.766, 1.180, -0.265], [2.324, -0.272, -1.127], [2.698, -0.218, 1.283]]
}

=====

{
  "formula": "C4H8N2O",
  "method": "ωB97M-V with the def2-TZVPD basis set",
  "lumo_energy_ev": 0.7,
  "relative_energy_ev": 2.9982,
  "multiplicity": 1,
  "e_homo_ev": -10.56,
  "species": ["C", "N", "C", "C", "O", "C", "N", "H", "H", "H", "H", "H", "H", "H", "H"],
  "coordinates": [[-1.911, 0.925, 0.474], [-0.662, 0.192, 0.398], [0.333, 0.727, -0.175], [1.659, 0.026, -0.313], [2.701, 0.838, 0.186], [-0.490, -3.360, -1.187], [-0.605, -2.497, -0.400], [-2.682, 0.352, -0.052], [-2.220, 1.012, 1.521], [-1.847, 1.926, 0.030], [-0.678, -1.640, 0.164], [0.279, 1.741, -0.594], [1.876, -0.137, -1.374], [1.617, -0.955, 0.176], [2.630, 0.850, 1.148]]
}

=====

{
  "formula": "C4H8N2O",
  "method": "ωB97M-V with the def2-TZVPD basis set",
  "lumo_energy_ev": 0.8,
  "relative_energy_ev": 1.8590,
  "smiles": "CN[C@H](C#N)CO",
  "multiplicity": 1,
  "e_homo_ev": -10.11,
  "species": ["C", "N", "C", "C", "O", "C", "N", "H", "H", "H", "H", "H", "H", "H", "H"],
  "coordinates": [[0.877, -1.666, 0.711], [-0.240, -0.882, 0.173], [0.131, 0.455, -0.270], [-1.107, 1.204, -0.776], [-1.641, 0.565, -1.904], [0.825, 1.157, 0.837], [1.411, 1.495, 1.780], [0.512, -2.303, 1.521], [1.312, -2.308, -0.060], [1.665, -1.030, 1.124], [-0.956, -0.786, 0.888], [0.833, 0.363, -1.108], [-0.830, 2.220, -1.071], [-1.840, 1.282, 0.045], [-1.721, -0.373, -1.677]]
}

=====

{
  "formula": "C4H8N2O",
  "method": "ωB97M-V with the def2-TZVPD basis set",
  "lumo_energy_ev": 0.6,
  "relative_energy_ev": 5.2880,
  "multiplicity": 1,
  "e_homo_ev": -8.01,
  "species": ["C", "C", "O", "C", "N", "C", "N", "H", "H", "H", "H", "H", "H", "H", "H"],
  "coordinates": [[1.868, -0.050, 0.477], [1.243, -0.711, -0.719], [0.235, -1.641, -0.211], [-0.892, -0.936, -0.090], [-1.970, -1.227, 0.498], [-0.676, 0.379, -0.810], [-0.834, 1.521, -0.032], [1.159, 0.376, 1.207], [2.567, 0.729, 0.161], [2.439, -0.833, 0.992], [0.502, 0.175, -1.292], [-1.912, -2.149, 0.929], [-1.157, 0.413, -1.796], [-1.246, 2.318, -0.492], [-1.245, 1.344, 0.875]]
}

=====

{
  "formula": "C4H8N2O2",
  "method": "ωB97M-V with the def2-TZVPD basis set",
  "lumo_energy_ev": 0.7,
  "relative_energy_ev": 4.0856,
  "smiles": "CNO[C@](C)(O)C#N",
  "multiplicity": 1,
  "e_homo_ev": -9.16,
  "species": ["C", "N", "C", "N", "H", "H", "H", "H", "C", "C", "O", "O", "H", "H", "H", "H"],
  "coordinates": [[2.004, -0.886, -1.258], [0.974, 0.133, -1.359], [0.365, 0.507, 1.281], [1.120, 0.688, 2.149], [1.212, 1.062, -1.008], [2.881, -0.587, -1.837], [2.310, -1.061, -0.222], [1.657, -1.842, -1.663], [-1.963, -0.315, 0.897], [-0.749, 0.395, 0.288], [-1.135, 1.688, -0.184], [-0.284, -0.443, -0.794], [-1.546, 2.174, 0.549], [-2.900, 0.178, 0.618], [-2.030, -1.354, 0.553], [-1.917, -0.339, 1.991]]
}